(1)
Here is a 7-piece molecular cluster, C25H45BrIN2O6 overall in a non-equilibrium geometry from OMol25. Energies are from ωB97M-V/def2-TZVPD.

Summary:
spin multiplicity: 1
M: 676.5 g mol⁻¹
charge: +1
frontier orbital gap: 0.221 hartree

Each line ends with the Mulliken charge.
Cartesian coordinates (Å):
C 2.992 1.382 2.164  -1.082
C 3.499 0.017 1.528  0.121
Br 5.164 -0.524 2.495  -0.124
C 2.443 -1.184 1.619  -1.128
C 1.012 -0.520 1.680  0.607
C 0.368 -0.383 2.990  -0.219
C -0.935 0.300 2.861  -0.370
I -2.219 0.723 4.518  0.233
C -1.342 0.700 1.497  -0.011
N -0.716 0.504 0.321  -0.933
N 0.441 -0.108 0.524  0.494
H 3.874 2.097 2.290  0.510
H 2.220 1.916 1.541  0.333
H 2.572 1.218 3.194  0.214
H 3.703 0.190 0.437  0.361
H 2.615 -1.849 2.507  0.444
H 2.510 -1.769 0.658  0.322
H 0.788 -0.735 3.955  0.480
H -2.324 1.254 1.425  0.453
H 0.974 -0.287 -0.340  0.356
C -3.450 -1.189 -3.283  -0.778
C -3.459 -2.118 -2.100  0.695
O -3.866 -3.257 -2.192  -0.576
C -2.941 -1.577 -0.790  -0.748
H -3.848 -1.708 -4.152  -0.091
H -4.077 -0.320 -3.078  0.349
H -2.426 -0.874 -3.501  0.411
H -3.546 -0.724 -0.475  0.301
H -1.898 -1.280 -0.898  0.108
H -3.007 -2.354 -0.026  0.353
C -8.403 -1.300 -4.445  -1.152
C -6.921 -1.375 -4.698  0.682
O -6.172 -0.489 -4.328  -0.562
C -6.407 -2.587 -5.428  -0.915
H -8.633 -0.376 -3.913  0.325
H -8.943 -1.302 -5.393  0.327
H -8.719 -2.146 -3.831  0.323
H -6.859 -2.646 -6.418  0.396
H -6.636 -3.489 -4.857  0.375
H -5.325 -2.510 -5.542  0.184
C 7.176 2.565 4.155  -0.664
C 5.863 3.282 4.309  0.523
O 4.875 2.943 3.680  -0.473
C 5.816 4.437 5.273  -1.163
H 7.064 1.758 3.430  0.045
H 7.937 3.257 3.793  0.360
H 7.482 2.139 5.111  0.339
H 6.518 5.211 4.960  0.324
H 6.062 4.091 6.279  0.334
H 4.810 4.859 5.284  0.309
C 10.608 0.304 3.386  -1.018
C 10.818 1.354 4.446  0.807
O 10.094 2.327 4.523  -0.507
C 11.959 1.149 5.407  -1.137
H 9.754 0.581 2.767  0.231
H 11.494 0.235 2.751  0.343
H 10.405 -0.661 3.853  0.312
H 12.904 1.118 4.861  0.339
H 11.816 0.221 5.963  0.335
H 11.991 1.980 6.113  0.298
C -6.515 -6.527 -9.020  -1.173
C -6.253 -5.501 -7.949  0.835
O -6.964 -4.525 -7.823  -0.522
C -5.074 -5.736 -7.040  -0.793
H -7.391 -6.231 -9.597  0.317
H -5.657 -6.591 -9.692  0.321
H -6.708 -7.500 -8.564  0.318
H -4.153 -5.765 -7.625  0.332
H -5.204 -6.674 -6.497  0.313
H -5.005 -4.921 -6.319  0.049
C -5.138 4.924 1.974  -1.139
C -3.854 4.142 2.036  0.810
O -3.838 2.939 1.858  -0.513
C -2.591 4.908 2.328  -0.979
H -5.964 4.246 1.756  0.303
H -5.326 5.408 2.934  0.332
H -5.080 5.671 1.181  0.337
H -2.666 5.392 3.304  0.334
H -2.420 5.655 1.551  0.343
H -1.745 4.219 2.344  0.170

=====

(2)
Here is C25H45InN2P3SSe as an isolated structure in a non-equilibrium geometry from OMol25. Energies are from ωB97M-V/def2-TZVPD.

Summary:
spin multiplicity: 1
M: 692.4 g mol⁻¹
charge: +3
frontier orbital gap (spin up / spin down): 0.161 / 0.161 hartree

Each line ends with the Mulliken charge.
Cartesian coordinates (Å):
In -0.377 -0.995 -0.425  0.572
P -0.633 0.110 2.104  0.438
P 2.195 -1.361 0.095  0.659
P -1.377 -3.219 0.575  0.909
H -2.305 1.617 -3.795  0.259
C -3.378 1.389 -3.768  -0.487
C -4.132 1.568 -2.671  -0.542
H -3.732 2.062 -1.779  0.289
C -0.288 1.878 2.401  -1.333
C 0.301 -0.597 3.523  -1.132
C -2.383 0.017 2.648  -1.147
C 3.226 -1.780 -1.345  -1.295
C 3.202 -0.073 0.920  -0.431
C 2.449 -2.796 1.198  -1.108
C -3.192 -3.243 0.398  -1.221
C -1.101 -3.594 2.348  -1.329
C -0.870 -4.761 -0.257  -1.361
H -3.809 0.969 -4.686  0.268
H -5.181 1.250 -2.642  0.292
H -0.828 2.484 1.666  0.340
H 0.784 2.075 2.281  0.413
H -0.594 2.157 3.421  0.526
H 1.379 -0.468 3.366  0.240
H 0.093 -1.663 3.655  0.286
H 0.010 -0.061 4.435  0.492
H -2.991 0.619 1.960  0.405
H -2.473 0.429 3.663  0.446
H -2.762 -1.013 2.631  0.296
H 4.250 -1.988 -0.998  0.514
H 3.239 -0.936 -2.049  0.385
H 2.822 -2.664 -1.857  0.390
H 4.264 -0.305 0.750  0.521
H 3.013 -0.052 2.000  0.379
H 2.971 0.916 0.503  -0.507
H 3.512 -3.072 1.160  0.504
H 1.844 -3.651 0.872  0.257
H 2.180 -2.542 2.232  0.273
H -3.501 -4.236 0.044  0.476
H -3.507 -2.491 -0.339  0.242
H -3.674 -3.036 1.364  0.392
H -1.448 -4.617 2.550  0.522
H -1.661 -2.901 2.988  0.412
H -0.033 -3.536 2.592  0.296
H -1.719 -5.462 -0.240  0.511
H -0.016 -5.215 0.266  0.413
H -0.588 -4.554 -1.298  0.288
C -2.135 -2.347 -3.678  0.929
C -1.854 -3.469 -4.484  -0.600
C -2.835 -3.985 -5.337  -0.687
C -4.105 -3.404 -5.388  -0.473
C -4.416 -2.359 -4.513  -0.699
C -3.450 -1.859 -3.637  -0.350
S -0.772 -1.510 -2.879  0.111
H -1.537 -0.589 -1.930  0.329
H -0.854 -3.902 -4.449  0.427
H -2.602 -4.836 -5.980  0.411
H -4.850 -3.767 -6.099  0.420
H -5.414 -1.924 -4.525  0.449
H -3.690 -1.036 -2.965  0.365
C 0.347 5.025 0.887  -1.121
N 1.692 4.536 0.646  0.273
C 2.024 3.417 -0.085  -0.498
Se 0.859 2.308 -0.993  -0.119
N 3.396 3.326 0.046  0.092
C 3.900 4.314 0.892  0.443
C 5.172 4.527 1.419  -0.777
C 5.312 5.596 2.320  -0.542
C 4.208 6.388 2.695  -0.698
C 2.930 6.131 2.179  -0.614
C 2.817 5.082 1.270  0.861
H -0.302 4.647 0.092  0.333
H 0.368 6.120 0.877  0.414
H -0.029 4.691 1.864  0.381
H 3.959 2.615 -0.408  0.322
H 5.988 3.870 1.118  0.402
H 6.292 5.825 2.745  0.407
H 4.361 7.211 3.395  0.414
H 2.041 6.700 2.439  0.380

=====

(3)
Here is C25H45N2OP3PdSe as an isolated structure in a non-equilibrium geometry from OMol25. Energies are from ωB97M-V/def2-TZVPD.

Summary:
spin multiplicity: 5
M: 668.0 g mol⁻¹
expectation value of S²: 6.069
charge: +4
frontier orbital gap (spin up / spin down): 0.289 / 0.196 hartree

Each line ends with the Mulliken charge.
Cartesian coordinates (Å):
Pd 0.438 0.083 0.089  0.026
P 2.097 0.996 1.481  1.188
P -0.610 1.876 -1.039  0.779
P 1.815 -0.594 -1.732  0.825
H -1.450 -1.839 0.192  0.329
C -0.404 -1.979 -0.100  -0.974
C 0.569 -2.020 0.899  0.069
H 0.250 -1.968 1.943  -0.222
C 1.771 1.401 3.225  -1.099
C 2.755 2.592 0.877  -1.362
C 3.539 -0.119 1.652  -1.249
C -1.977 1.291 -2.110  -1.008
C -1.402 3.152 -0.005  -1.110
C 0.465 2.866 -2.145  -1.326
C 2.665 -2.201 -1.568  -1.406
C 3.183 0.559 -2.111  -1.286
C 0.857 -0.771 -3.282  -1.570
H -0.196 -2.373 -1.095  0.322
H 1.566 -2.406 0.693  0.295
H 1.512 0.501 3.791  0.220
H 0.948 2.119 3.293  0.326
H 2.683 1.842 3.651  0.609
H 1.947 3.336 0.892  0.342
H 3.148 2.500 -0.142  0.330
H 3.560 2.924 1.549  0.539
H 3.200 -1.059 2.107  0.345
H 4.279 0.351 2.315  0.513
H 4.007 -0.338 0.684  0.256
H -2.429 2.139 -2.645  0.477
H -2.734 0.814 -1.477  0.351
H -1.609 0.559 -2.838  0.136
H -1.826 3.936 -0.651  0.496
H -0.656 3.596 0.664  0.310
H -2.191 2.694 0.605  0.338
H -0.119 3.696 -2.568  0.545
H 0.857 2.259 -2.968  0.301
H 1.301 3.285 -1.570  0.306
H 3.237 -2.392 -2.486  0.482
H 1.938 -3.007 -1.420  0.435
H 3.357 -2.180 -0.718  0.334
H 3.684 0.230 -3.032  0.524
H 3.911 0.553 -1.290  0.350
H 2.807 1.577 -2.257  0.269
H 1.496 -1.193 -4.071  0.579
H 0.469 0.197 -3.621  0.481
H 0.013 -1.454 -3.111  0.406
C -2.238 -0.891 -6.772  0.824
C -3.358 -1.371 -7.493  -0.544
C -3.583 -2.748 -7.529  -0.476
C -2.699 -3.637 -6.897  -0.433
C -1.562 -3.145 -6.237  -0.266
C -1.311 -1.773 -6.202  -0.198
O -2.034 0.437 -6.516  -0.372
H -2.711 0.956 -6.984  0.354
H -4.035 -0.669 -7.984  0.362
H -4.458 -3.138 -8.055  0.420
H -2.889 -4.712 -6.921  0.433
H -0.862 -3.824 -5.746  0.419
H -0.424 -1.360 -5.720  0.465
C -2.533 1.855 4.721  -0.830
N -1.733 0.649 4.784  0.287
C -1.305 -0.072 3.697  -0.621
Se -1.859 0.219 1.964  -0.015
N -0.484 -1.046 4.227  0.478
C -0.409 -0.950 5.616  0.436
C 0.286 -1.705 6.560  -0.527
C 0.115 -1.334 7.902  -0.573
C -0.686 -0.226 8.257  -0.647
C -1.345 0.540 7.280  -0.977
C -1.194 0.131 5.966  1.262
H -2.727 2.183 5.743  0.272
H -3.481 1.664 4.213  0.359
H -2.008 2.657 4.191  0.337
H 0.042 -1.725 3.683  0.143
H 0.915 -2.536 6.224  0.472
H 0.609 -1.909 8.688  0.450
H -0.800 0.040 9.302  0.459
H -1.961 1.410 7.486  0.420